[1]
# C7H10

A molecular structure, C7H10 (wB97M-V/def2-TZVPD, the Open Molecules 2025 dataset).

The geometry in XYZ format:
```
17
Properties=species:S:1:pos:R:3:forces:R:3:mulliken_charge:R:1
C 0.332 -1.111 1.639 0.04 0.13 0.14 -0.37
H 0.705 1.503 1.727 0.00 -0.09 -0.13 0.31
C -2.368 0.560 -1.421 -0.03 0.00 -0.03 -0.93
H 2.312 -2.082 0.817 -0.12 0.14 -0.01 0.39
H 2.675 0.498 -0.303 -0.14 -0.07 0.06 0.38
H 0.690 -1.224 -1.413 0.04 0.06 0.19 0.47
H 0.270 -0.947 2.714 0.02 -0.03 -0.14 0.30
H 0.342 1.804 -0.015 0.04 -0.14 0.11 0.27
C -0.160 -0.278 0.653 -0.16 -0.04 0.15 -0.08
H -2.193 -0.208 -0.665 -0.10 0.12 -0.17 0.23
H -3.112 0.214 -2.142 0.08 0.08 0.07 0.33
C 0.598 1.049 0.739 -0.01 0.21 0.12 -0.63
C 1.755 0.146 0.171 0.26 0.21 -0.19 -0.38
H -1.426 0.770 -1.936 -0.16 -0.03 0.06 0.19
C 1.506 -1.350 0.781 0.21 -0.37 0.13 -0.64
C 0.796 -0.814 -0.417 0.01 -0.08 -0.28 -0.09
H -2.722 1.470 -0.929 0.03 -0.12 -0.09 0.25
```
Forces are in eV/Å.

The LUMO energy comes out at 0.4 eV. The calculation puts the energy at -272.49457 hartree. The calculation puts the energy above the lowest of the compared OMol25 structures with the same formula, charge and spin at 6.080 eV. As for the frontier orbital gap: 8.53 eV. The value obtained for the max |F| is 0.44 eV/Å.



[2]
# C7H10

C7H10 in the gas phase (wB97M-V/def2-TZVPD, the Open Molecules 2025 dataset).

The geometry in XYZ format:
```
17
Properties=species:S:1:pos:R:3:forces:R:3:mulliken_charge:R:1
C -1.547 -1.172 0.509 -0.07 -0.12 0.18 -0.66
C -0.914 2.266 -0.066 0.05 -0.07 0.49 -0.17
H -1.914 0.147 -1.238 0.13 -0.22 0.09 0.30
C -1.231 -0.596 -0.839 -0.03 -0.21 -0.25 -0.77
C -0.700 1.259 0.563 -0.15 0.32 -1.10 -0.88
C -0.438 -0.165 0.384 0.12 -0.13 -0.17 1.18
H -1.102 2.891 -0.904 -0.07 0.70 0.39 0.36
C 2.008 0.433 -0.049 0.06 0.01 -0.03 -1.22
H 2.005 1.354 0.545 -0.05 -0.20 -0.06 0.34
H 1.779 0.720 -1.082 -0.02 -0.12 0.14 0.31
C 1.015 -0.597 0.496 0.04 -0.10 0.06 -0.55
H 3.022 0.023 -0.027 -0.10 0.05 -0.02 0.38
H -0.737 -1.186 -1.603 0.03 -0.19 0.22 0.25
H -2.470 -0.864 0.991 0.15 -0.07 -0.08 0.26
H 1.258 -0.808 1.545 -0.04 -0.01 -0.11 0.26
H -1.253 -2.204 0.688 -0.03 0.20 0.08 0.27
H 1.120 -1.541 -0.057 -0.01 0.15 0.18 0.33
```
Forces are in eV/Å.

The LUMO energy comes out at 1.1 eV. The calculation puts the energy at -272.59403 hartree. As for the SMILES: C#CC1(CC)CC1. The calculation puts the energy above the lowest of the compared OMol25 structures with the same formula, charge and spin at 3.373 eV. As for the frontier orbital gap: 10.14 eV. The value obtained for the max |F| is 1.16 eV/Å.



[3]
# C7H10

A molecular structure, C7H10 (wB97M-V/def2-TZVPD, the Open Molecules 2025 dataset).

The geometry in XYZ format:
```
17
Properties=species:S:1:pos:R:3:forces:R:3:mulliken_charge:R:1
H -1.263 1.328 0.260 -0.12 -0.16 -0.09 0.32
C 1.644 0.475 0.543 0.55 -0.86 0.33 -0.50
C 0.226 -0.856 -0.780 -0.06 -0.15 -0.11 -0.29
H -1.812 -1.625 -0.515 -0.06 0.12 -0.03 0.42
H 1.831 -0.657 1.185 1.75 1.59 -1.84 0.26
C 1.171 0.341 -0.925 0.20 -0.34 0.21 -0.71
H 0.428 0.243 2.412 -0.26 -0.03 -0.01 0.38
C 0.588 -0.075 1.389 -0.85 0.12 0.05 -0.53
H -2.742 0.450 0.669 0.09 0.03 -0.12 0.34
C -1.938 0.527 -0.070 -0.07 0.05 -0.09 -1.38
H 0.391 -1.691 -1.462 -0.04 0.01 0.32 0.40
H -2.373 0.817 -1.030 -0.08 0.03 0.06 0.33
H 0.697 1.247 -1.373 0.25 -0.17 0.70 0.26
H 2.009 0.114 -1.590 -0.16 -0.15 0.04 0.36
C -0.064 -1.063 0.680 -0.48 0.11 0.28 -0.18
C -1.201 -0.781 -0.199 -0.35 0.02 -0.20 0.11
H 2.406 1.205 0.807 -0.31 -0.22 0.49 0.43
```
Forces are in eV/Å.

The LUMO energy comes out at 0.9 eV. The calculation puts the energy at -272.52217 hartree. The calculation puts the energy above the lowest of the compared OMol25 structures with the same formula, charge and spin at 5.329 eV. As for the frontier orbital gap: 7.97 eV. The value obtained for the max |F| is 2.99 eV/Å.



[4]
# C7H10

C7H10 in the gas phase (wB97M-V/def2-TZVPD, the Open Molecules 2025 dataset).

The geometry in XYZ format:
```
17
Properties=species:S:1:pos:R:3:forces:R:3:mulliken_charge:R:1
H -1.081 -0.024 -2.214 0.07 -0.15 0.02 0.26
H -2.057 0.956 0.666 0.23 0.04 0.10 0.29
H 0.141 -2.302 -0.553 0.00 0.00 -0.19 0.30
H 2.033 0.876 2.476 -0.18 -0.01 -0.19 0.39
H -0.700 1.783 -0.098 -0.01 -0.03 0.26 0.27
H -0.618 -0.605 1.775 0.14 0.20 0.02 0.33
C 1.340 0.513 1.727 0.05 -0.04 -0.17 -0.70
H -1.140 2.172 1.575 -0.08 0.01 -0.05 0.33
C 1.302 -0.458 -0.842 0.04 0.00 -0.08 -0.45
H 1.265 0.420 -1.501 0.00 -0.16 0.05 0.26
H -1.854 -1.651 -1.779 0.14 0.06 -0.02 0.25
C -0.988 -0.996 -1.734 0.15 -0.06 0.00 -0.72
C 0.115 -1.354 -1.089 -0.16 -0.10 -0.19 -0.08
H 2.260 -0.960 -1.010 -0.12 0.06 0.05 0.31
C 1.128 0.010 0.554 -0.03 0.07 0.18 0.16
C -1.052 1.356 0.853 0.03 0.11 0.10 -1.15
C -0.104 0.265 1.346 -0.26 -0.01 0.12 -0.02
```
Forces are in eV/Å.

The LUMO energy comes out at 1.2 eV. The calculation puts the energy at -272.59846 hartree. As for the SMILES: C=CCC1=C[C@H]1C. The calculation puts the energy above the lowest of the compared OMol25 structures with the same formula, charge and spin at 3.253 eV. As for the frontier orbital gap: 10.22 eV. The value obtained for the max |F| is 0.29 eV/Å.



[5]
# C7H10

C7H10 in the gas phase (wB97M-V/def2-TZVPD, the Open Molecules 2025 dataset).

The geometry in XYZ format:
```
17
Properties=species:S:1:pos:R:3:forces:R:3:mulliken_charge:R:1
H 2.083 0.166 -1.573 -0.09 0.05 0.12 0.37
H 0.870 0.337 2.415 0.20 -0.03 -0.15 0.41
H -1.251 1.361 0.278 -0.08 -0.07 -0.05 0.34
H 2.210 1.692 0.638 -0.30 0.09 -0.05 0.38
H 0.666 1.211 -1.519 0.06 -0.13 0.04 0.27
C -1.863 0.510 -0.033 0.07 0.05 0.01 -1.44
C 1.528 0.873 0.426 -0.11 -0.02 0.11 -0.38
C 0.176 -1.012 0.738 0.06 -0.12 0.16 -0.11
H 0.507 -1.686 -1.398 0.01 0.11 0.13 0.39
C -1.042 -0.755 -0.122 -0.10 0.02 -0.04 -0.03
C 1.195 0.412 -0.978 0.00 -0.01 -0.01 -0.74
H 0.367 -1.963 1.227 -0.38 -0.04 -0.14 0.37
H -1.643 -1.641 -0.334 0.16 0.14 0.11 0.41
C 0.327 -0.829 -0.755 0.10 -0.06 -0.16 -0.31
H -2.677 0.399 0.693 0.15 0.00 -0.10 0.36
C 0.883 0.154 1.344 0.16 0.04 -0.11 -0.59
H -2.313 0.748 -1.004 0.07 -0.03 0.13 0.31
```
Forces are in eV/Å.

The LUMO energy comes out at 1.2 eV. The calculation puts the energy at -272.67353 hartree. As for the SMILES: C[C@@H]1[C@@H]2C=CC[C@H]12. The calculation puts the energy above the lowest of the compared OMol25 structures with the same formula, charge and spin at 1.210 eV. As for the frontier orbital gap: 10.01 eV. The value obtained for the max |F| is 0.41 eV/Å.



[6]
# C7H10

C7H10 in the gas phase (wB97M-V/def2-TZVPD, the Open Molecules 2025 dataset).

The geometry in XYZ format:
```
17
Properties=species:S:1:pos:R:3:forces:R:3:mulliken_charge:R:1
H 1.839 0.388 -0.339 0.84 -1.43 -0.12 0.32
C -0.494 -2.397 -0.533 -0.09 1.40 -1.39 -1.13
C -0.368 1.592 1.501 -0.54 -1.69 4.30 -1.19
C -2.361 -0.225 -0.586 2.39 -1.25 -0.09 -0.92
C -1.138 -1.147 -1.165 -1.19 2.11 -0.50 -0.04
C 1.122 1.123 -0.575 -0.87 0.64 0.64 -1.26
C -0.089 0.906 0.270 -1.63 -1.10 -1.50 1.19
H 0.778 1.062 -1.617 0.69 0.23 0.22 0.35
H 0.547 -2.429 -0.892 -0.34 -0.43 0.24 0.26
H -1.070 -0.988 -2.310 -0.08 -0.68 1.86 0.35
C -1.054 0.075 -0.196 -0.22 -0.59 -1.11 0.01
H -0.407 2.630 1.417 -0.48 1.93 -0.59 0.37
H -1.352 1.179 2.104 2.61 1.10 -1.73 0.27
H -1.064 -3.275 -0.789 0.04 -0.46 -0.26 0.35
H 0.532 1.523 2.195 -0.98 -0.35 -0.44 0.32
H -0.520 -2.270 0.520 0.12 -0.03 1.02 0.35
H 1.654 2.013 -0.248 -0.28 0.60 -0.55 0.40
```
Forces are in eV/Å.

The LUMO energy (spin up / spin down) comes out at -0.5 / -0.5 eV. The calculation puts the energy at -272.50088 hartree. The calculation puts the energy above the lowest of the compared OMol25 structures with the same formula, charge and spin at 5.908 eV. As for the frontier orbital gap (spin up / spin down): 7.49 / 7.49 eV. The value obtained for the max |F| is 4.66 eV/Å.



[7]
# C7H10

2 unconnected molecules or ions with the total composition C7H10 (wB97M-V/def2-TZVPD, the Open Molecules 2025 dataset).

The geometry in XYZ format:
```
17
Properties=species:S:1:pos:R:3:forces:R:3:mulliken_charge:R:1
H -1.890 -2.302 0.680 0.11 0.13 -0.03 0.26
C 0.124 -1.511 0.177 0.50 -0.15 0.16 0.03
C -0.974 -0.841 -0.713 -0.13 0.10 -0.08 0.01
C -1.343 -1.367 0.612 -0.21 0.06 0.07 -0.67
C -0.842 0.622 -0.898 0.09 0.09 0.16 -0.24
H -1.282 -1.425 -1.577 0.10 0.08 0.14 0.41
H -1.382 1.077 -1.726 0.07 -0.06 0.13 0.40
H -1.558 -0.652 1.401 0.07 -0.09 -0.14 0.23
H -0.006 2.432 -0.220 -0.04 -0.16 0.03 0.45
C 1.120 -0.727 0.856 -0.44 0.12 -0.23 -0.88
H 2.214 1.722 -1.374 0.09 -0.04 -0.02 -0.11
C 0.763 0.719 0.991 0.08 -0.06 0.00 -0.52
H 2.846 1.383 -1.177 0.00 0.03 -0.03 0.12
H 0.391 -2.529 -0.099 -0.07 0.19 0.05 0.43
H 1.664 1.317 1.171 -0.14 -0.10 -0.01 0.45
C -0.093 1.357 -0.076 -0.12 -0.13 -0.13 -0.73
H 0.248 0.726 1.971 0.04 -0.01 -0.06 0.35
```
Forces are in eV/Å.

The LUMO energy comes out at 0.4 eV. The calculation puts the energy at -272.52990 hartree. The calculation puts the energy above the lowest of the compared OMol25 structures with the same formula, charge and spin at 5.118 eV. As for the frontier orbital gap: 8.34 eV. The value obtained for the max |F| is 0.54 eV/Å.



> Which formula does entry 4 have?

C7H10